{
  "formula": "C12H37InO7",
  "method": "ωB97M-V/def2-TZVPD",
  "elements": ["In", "O", "H", "C", "C", "O", "H", "H", "H", "H", "H", "H", "C", "C", "O", "H", "H", "H", "H", "H", "H", "C", "C", "O", "H", "H", "H", "H", "H", "H", "C", "C", "O", "H", "H", "H", "H", "H", "H", "C", "C", "O", "H", "H", "H", "H", "H", "H", "C", "C", "O", "H", "H", "H", "H", "H", "H"],
  "coordinates": [[-3.20138, 0.79949, -0.48183], [-0.80507, -0.84309, 0.11088], [-0.83748, -0.42726, 0.99438], [3.09062, -2.82887, -1.33954], [1.63021, -2.57045, -0.99035], [1.58060, -2.06295, 0.32697], [3.63510, -3.50837, -0.68386], [3.59165, -1.86379, -1.41495], [3.18827, -3.19031, -2.36322], [1.05192, -3.49237, -1.05148], [1.16228, -1.85211, -1.66350], [0.69043, -1.72751, 0.45620], [-0.84619, 4.38917, 1.43593], [-1.04361, 3.07726, 2.16939], [-1.27396, 2.04184, 1.26667], [0.06810, 4.38309, 0.84252], [-0.99251, 5.25006, 2.08828], [-1.57237, 4.59479, 0.64950], [-1.88824, 3.07554, 2.85838], [-0.13504, 2.80995, 2.70897], [-0.46004, 1.59838, 1.51660], [1.05091, 2.44711, -2.68320], [0.71572, 0.97104, -2.43365], [-0.42566, 0.91453, -1.69849], [0.28923, 2.90127, -3.31698], [1.94791, 2.50279, -3.29997], [1.33314, 2.89796, -1.73180], [1.50480, 0.54640, -1.81305], [0.68316, 0.29460, -3.28774], [-0.39426, 0.04453, -1.29386], [-1.26529, -1.67558, 3.64525], [-2.58598, -0.87329, 3.66811], [-3.06135, -0.69341, 2.40361], [-0.88559, -2.13315, 4.55879], [-0.53368, -0.91939, 3.36063], [-1.22380, -2.49970, 2.93307], [-2.61069, 0.06492, 4.22241], [-3.35417, -1.38269, 4.24991], [-3.38476, -1.53835, 2.08254], [2.68069, 2.07026, 2.29530], [2.10882, 1.12272, 1.12993], [0.89632, 0.70728, 1.58142], [2.47646, 1.61272, 3.26331], [2.35274, 3.10487, 2.19459], [3.75437, 1.93794, 2.16186], [2.72832, 0.28301, 0.81499], [1.84274, 1.69994, 0.24442], [0.54499, -0.02003, 1.06259], [-1.38439, -2.21891, -4.55013], [-1.66447, -2.82691, -3.12443], [-2.08689, -1.91168, -2.15586], [-2.21248, -1.60177, -4.89870], [-1.04115, -2.86619, -5.35717], [-0.56853, -1.51190, -4.39976], [-0.81994, -3.33971, -2.66410], [-2.37745, -3.63694, -3.27810], [-1.66336, -2.12668, -1.32159]],
  "lowdin_charge": [1.312, -0.253, -0.013, -0.041, -0.268, 0.008, 0.098, 0.080, 0.089, 0.130, 0.107, 0.021, -0.046, -0.285, -0.198, 0.077, 0.093, 0.078, 0.135, 0.117, 0.008, -0.016, -0.279, -0.069, 0.099, 0.094, 0.078, 0.137, 0.137, 0.003, -0.035, -0.310, -0.123, 0.091, 0.061, 0.080, 0.129, 0.129, 0.105, 0.009, -0.221, -0.055, 0.090, 0.079, 0.085, 0.125, 0.118, 0.032, -0.021, -0.249, -0.077, 0.084, 0.092, 0.050, 0.108, 0.137, 0.054],
  "molar_mass_da": 408.24,
  "lumo_energy_ev": -13.036,
  "e_tot_ha": -1195.2545,
  "charge": 2
}

{
  "formula": "C24H48N9O15",
  "method": "ωB97M-V/def2-TZVPD",
  "elements": ["C", "C", "C", "C", "N", "C", "C", "C", "C", "N", "C", "C", "C", "C", "C", "C", "C", "C", "O", "C", "H", "H", "H", "H", "H", "H", "H", "H", "H", "H", "H", "H", "H", "H", "H", "H", "H", "H", "H", "H", "H", "H", "H", "H", "H", "H", "H", "C", "N", "O", "O", "H", "H", "H", "C", "N", "O", "O", "H", "H", "H", "C", "N", "O", "O", "H", "H", "H", "C", "N", "O", "O", "H", "H", "H", "C", "N", "O", "O", "H", "H", "H", "C", "N", "O", "O", "H", "H", "H", "C", "N", "O", "O", "H", "H", "H"],
  "coordinates": [[3.47678, 4.23602, -2.75955], [3.08539, 3.20355, -3.29615], [2.54292, 1.94030, -4.08693], [2.17114, 0.80307, -3.06331], [0.84677, 0.82156, -2.56301], [0.32839, -0.08337, -1.62305], [-1.17899, 0.05097, -1.15690], [-1.33353, 0.33832, 0.41059], [-1.11364, 1.90799, 0.74060], [0.30604, 2.24341, 1.03683], [1.20901, -1.15889, -1.07075], [2.64124, -1.27112, -1.57815], [3.13798, -0.28032, -2.59954], [4.57829, -0.24802, -3.24704], [5.35299, -1.63421, -3.23357], [5.89498, -2.09760, -1.80367], [6.19397, -0.91837, -0.78063], [7.32980, 0.10282, -1.28065], [8.38216, 0.28771, -0.32631], [8.70782, 1.67976, -0.13170], [3.72128, 5.28252, -2.42202], [3.31538, 1.64869, -4.85405], [1.63672, 2.32614, -4.66123], [0.20231, 1.54727, -2.91610], [-1.70338, 0.87950, -1.74075], [-1.69457, -0.93573, -1.35817], [-0.60380, -0.30435, 1.01215], [-2.40158, 0.11712, 0.75420], [-1.52608, 2.50297, -0.14384], [-1.74269, 2.15913, 1.64673], [0.78367, 1.41720, 1.42158], [0.77404, 2.52247, 0.16929], [0.80992, -1.87051, -0.29061], [3.31722, -2.09091, -1.20326], [5.14368, 0.62027, -2.79568], [4.42266, 0.02059, -4.34878], [4.73733, -2.45971, -3.70953], [6.26797, -1.49215, -3.90415], [5.23443, -2.91013, -1.34968], [6.89856, -2.61464, -1.99561], [5.23441, -0.40108, -0.46829], [6.60900, -1.41210, 0.16536], [6.78125, 1.08114, -1.51094], [7.75295, -0.34615, -2.24684], [8.40387, 2.35990, -0.98392], [9.81980, 1.86524, 0.04474], [8.17804, 2.01312, 0.82600], [-0.70447, 4.15861, 4.31118], [-1.93647, 3.99029, 5.12682], [-2.72039, 4.92298, 5.15927], [-2.07179, 2.92683, 5.70470], [-0.71661, 5.14625, 3.85652], [0.14899, 4.05235, 4.97843], [-0.70818, 3.38273, 3.54723], [-5.45170, -1.48607, -0.08769], [-4.99897, -0.30192, -0.86463], [-4.55274, -0.49975, -1.98548], [-5.10516, 0.78528, -0.32676], [-5.29882, -2.37616, -0.68531], [-4.85782, -1.52784, 0.82444], [-6.50827, -1.34747, 0.13429], [-7.20506, -1.74893, -4.09522], [-7.67531, -2.49959, -2.90077], [-7.76946, -3.70941, -2.99959], [-7.93256, -1.84386, -1.90540], [-7.01547, -2.45511, -4.90003], [-7.99099, -1.04873, -4.37306], [-6.29099, -1.22693, -3.81529], [-3.72128, -5.84858, -2.04094], [-4.26006, -4.69584, -1.27171], [-5.10070, -4.93315, -0.42783], [-3.81621, -3.58864, -1.54566], [-4.20424, -6.75847, -1.69121], [-3.94225, -5.67324, -3.09246], [-2.64795, -5.88824, -1.86370], [-6.36452, -6.39749, 2.28071], [-5.66125, -7.67471, 1.98235], [-5.51772, -8.46183, 2.89879], [-5.27865, -7.83854, 0.83563], [-6.64544, -6.38916, 3.33116], [-5.67577, -5.58457, 2.05890], [-7.24704, -6.35185, 1.64509], [-6.04253, 4.00261, 4.93702], [-7.27352, 3.82783, 5.75303], [-8.05990, 4.75732, 5.78700], [-7.40394, 2.76248, 6.32929], [-6.05924, 4.99109, 4.48438], [-5.18821, 3.89862, 5.60391], [-6.04362, 3.22783, 4.17214], [9.04282, 4.17098, 3.98951], [8.24281, 4.56095, 2.79762], [8.70123, 4.28953, 1.70073], [7.18433, 5.12490, 3.00634], [9.95410, 3.68134, 3.65465], [9.27366, 5.08028, 4.54158], [8.43532, 3.49121, 4.58432]],
  "lowdin_charge": [0.096, -0.110, -0.105, -0.090, 0.143, -0.140, -0.123, -0.165, -0.259, -0.016, 0.049, 0.076, -0.063, -0.151, -0.185, -0.218, -0.171, -0.226, -0.204, -0.115, 0.070, 0.115, 0.131, 0.174, 0.123, 0.121, 0.111, 0.108, 0.123, 0.100, 0.068, 0.055, 0.126, 0.107, 0.114, 0.117, 0.121, 0.119, 0.099, 0.123, 0.100, 0.126, 0.111, 0.133, 0.094, 0.103, 0.084, 0.045, -0.444, 0.061, 0.063, 0.098, 0.104, 0.071, 0.032, -0.427, 0.031, 0.059, 0.042, 0.105, 0.099, 0.049, -0.434, 0.071, 0.050, 0.097, 0.105, 0.082, 0.060, -0.416, 0.076, 0.026, 0.096, 0.105, 0.103, 0.039, -0.444, 0.075, 0.043, 0.096, 0.083, 0.105, 0.033, -0.450, 0.066, 0.058, 0.095, 0.083, 0.098, 0.045, -0.443, 0.045, 0.063, 0.096, 0.103, 0.101],
  "molar_mass_da": 702.70,
  "lumo_energy_ev": -4.274,
  "e_tot_ha": -2563.5786,
  "charge": 1
}

{
  "formula": "C25H29N5O7S",
  "method": "ωB97M-V/def2-TZVPD",
  "elements": ["C", "H", "O", "C", "C", "C", "C", "C", "C", "O", "C", "H", "H", "H", "H", "C", "N", "C", "O", "C", "C", "N", "H", "H", "C", "N", "S", "C", "O", "N", "H", "H", "C", "C", "C", "C", "C", "O", "H", "H", "H", "H", "H", "H", "C", "O", "N", "H", "C", "H", "H", "C", "C", "H", "H", "C", "H", "C", "H", "O", "H", "H", "H", "H", "H", "H", "H"],
  "coordinates": [[-6.57323, -1.12467, -1.48309], [-6.65120, -0.04933, -1.30928], [-5.67954, -1.73527, -0.57867], [-4.39376, -1.31065, -0.45212], [-3.71131, -1.87552, 0.62079], [-2.40163, -1.54955, 0.91139], [-1.73052, -0.64344, 0.10916], [-2.39046, -0.09027, -0.98200], [-3.71068, -0.39539, -1.27823], [-4.37629, 0.14855, -2.34576], [-3.74380, 1.15792, -3.09424], [-4.48850, 1.48981, -3.81640], [-2.86955, 0.77531, -3.63103], [-3.44919, 2.00050, -2.46187], [-1.85384, 0.61369, -1.59794], [-0.31832, -0.18602, 0.39823], [-0.31833, 1.12502, 1.01603], [0.66565, 2.05259, 0.87987], [0.52343, 3.17681, 1.36197], [1.90160, 1.74814, 0.16920], [2.88582, 2.71967, -0.06645], [2.77458, 4.03063, 0.16455], [1.98559, 4.32777, 0.72289], [3.60404, 4.59205, 0.03020], [4.04242, 2.11077, -0.65008], [3.96657, 0.80775, -0.82548], [2.54862, 0.21348, -0.33180], [5.26448, 2.85979, -1.00225], [5.37955, 4.06018, -0.81342], [6.23551, 2.09781, -1.54364], [7.11194, 2.51623, -1.80396], [6.08091, 1.11131, -1.65963], [-1.37417, 1.41815, 1.97190], [-2.63787, 1.87285, 1.31769], [-2.87900, 2.87264, 0.42132], [-4.26918, 2.83267, 0.15010], [-4.76543, 1.81575, 0.90367], [-3.78661, 1.23039, 1.61368], [-5.75752, 1.42929, 1.02742], [-4.81859, 3.47702, -0.50619], [-2.15479, 3.55180, 0.02040], [-1.57502, 0.52702, 2.56921], [-0.99126, 2.21298, 2.62049], [0.20531, -0.10793, -0.56292], [0.44332, -1.19170, 1.28273], [0.80106, -0.93465, 2.41106], [0.64840, -2.37913, 0.68007], [0.40566, -2.50591, -0.29042], [1.48850, -3.40503, 1.24777], [0.92055, -4.33806, 1.32794], [1.78960, -3.06996, 2.24210], [2.72020, -3.62774, 0.35815], [3.65939, -4.71199, 0.91680], [4.56059, -4.28305, 1.34676], [3.14433, -5.28576, 1.68824], [3.94551, -5.59210, -0.30050], [4.13273, -6.63104, -0.04146], [2.66399, -5.40908, -1.11011], [2.78706, -5.58592, -2.17921], [2.30939, -4.05219, -0.93847], [1.86791, -6.06509, -0.72745], [4.79542, -5.20271, -0.86088], [3.23324, -2.66688, 0.22611], [-1.91670, -1.99048, 1.76805], [-4.25573, -2.57169, 1.23818], [-6.28472, -1.30183, -2.52085], [-7.53684, -1.59558, -1.28800]],
  "lowdin_charge": [-0.072, 0.091, -0.063, -0.201, 0.017, -0.029, -0.190, 0.039, -0.185, -0.108, -0.071, 0.098, 0.098, 0.084, 0.123, -0.197, 0.011, -0.423, 0.042, -0.286, -0.273, 0.172, 0.092, 0.092, -0.256, -0.257, 1.106, -0.484, 0.052, 0.174, 0.116, 0.091, -0.037, -0.251, -0.021, -0.067, -0.121, 0.052, 0.124, 0.103, 0.114, 0.140, 0.140, 0.105, -0.526, 0.090, 0.081, 0.151, -0.111, 0.135, 0.133, -0.317, -0.122, 0.116, 0.115, -0.151, 0.111, -0.201, 0.122, -0.109, 0.123, 0.114, 0.128, 0.123, 0.125, 0.093, 0.094],
  "molar_mass_da": 543.60,
  "lumo_energy_ev": -0.016,
  "e_tot_ha": -2168.7313,
  "e_above_lowest_kcal_mol": 15.16
}

{
  "formula": "C12H17N",
  "method": "ωB97M-V/def2-TZVPD",
  "elements": ["C", "C", "C", "H", "H", "H", "H", "H", "H", "H", "H", "C", "C", "C", "C", "C", "C", "C", "C", "C", "N", "H", "H", "H", "H", "H", "H", "H", "H", "H"],
  "coordinates": [[0.50077, 0.65535, 3.28170], [-0.50345, -0.47989, 3.02442], [0.99914, 0.70439, 4.74360], [1.36867, 0.64065, 2.62019], [0.01996, 1.62406, 3.13766], [-0.84522, -0.87722, 3.98151], [0.19460, 0.33126, 5.38843], [1.81476, 0.02678, 4.98087], [-0.17110, -1.26610, 2.35270], [-1.39918, -0.01014, 2.60618], [1.21659, 1.71193, 5.09845], [-2.12357, -1.90532, -3.03633], [-0.02217, 0.90565, -1.71093], [-0.10863, -0.40526, -2.20953], [-1.48982, -0.62669, -2.54851], [-2.17161, 0.49746, -2.21200], [1.20922, 1.50729, -1.48318], [2.32481, 0.70271, -1.58977], [2.23145, -0.67298, -1.86978], [1.03351, -1.21872, -2.26973], [-1.28173, 1.42410, -1.65850], [1.40487, 2.55448, -1.29143], [3.30489, 1.15879, -1.52110], [-1.49421, 2.38110, -1.44768], [3.13014, -1.27475, -1.95944], [-3.17196, 0.85989, -2.36118], [0.95470, -2.25504, -2.57791], [-2.44938, -1.94873, -4.08234], [-3.06367, -2.03447, -2.49953], [-1.41240, -2.71057, -2.88682]],
  "lowdin_charge": [-0.306, -0.114, -0.131, 0.092, 0.088, 0.058, 0.058, 0.063, 0.064, 0.064, 0.062, -0.043, -0.232, -0.139, -0.225, -0.050, -0.027, -0.106, -0.104, -0.029, 0.072, 0.106, 0.097, 0.146, 0.097, 0.118, 0.106, 0.076, 0.074, 0.064],
  "molar_mass_da": 175.28,
  "smiles": "Cc1c[nH]c2ccccc12.CCC",
  "lumo_energy_ev": 0.905,
  "e_tot_ha": -522.1944,
  "e_above_lowest_kcal_mol": 16.22
}

{
  "formula": "C7H11F3IN",
  "method": "ωB97M-V/def2-TZVPD",
  "elements": ["C", "C", "C", "C", "C", "C", "C", "N", "F", "F", "F", "I", "H", "H", "H", "H", "H", "H", "H", "H", "H", "H", "H"],
  "coordinates": [[0.90382, 1.15391, -1.00903], [1.83888, 0.53298, -0.00677], [-0.23150, 1.68035, -0.32884], [1.21449, 1.06048, 1.37773], [-0.17306, 1.62131, 0.98683], [-2.54212, -1.42157, -0.15323], [-1.09846, 2.03163, 2.02858], [-1.65522, -1.09333, -1.19274], [-2.09709, 2.56998, 1.29924], [-1.60110, 1.09521, 2.85943], [-0.58289, 3.00127, 2.79272], [-2.11934, -1.81875, -3.07115], [1.43044, 2.07024, -1.32836], [0.55549, 0.49910, -1.79965], [1.88873, -0.55697, 0.21076], [2.92832, 0.84161, -0.08574], [-1.15394, 1.94064, -0.85629], [-1.59327, -0.16168, -1.24272], [1.19358, 0.37640, 2.13885], [1.88377, 1.90240, 1.77104], [-2.12678, -0.89772, 0.81052], [-3.54873, -0.87544, -0.29997], [-2.53440, -2.43797, 0.01944]],
  "lowdin_charge": [-0.206, -0.140, -0.079, -0.093, -0.137, -0.279, -0.598, -0.577, 0.117, 0.148, 0.156, 0.717, 0.138, 0.107, 0.113, 0.119, 0.137, -0.090, 0.071, 0.135, 0.108, 0.100, 0.033],
  "molar_mass_da": 293.07,
  "smiles": "FC(F)(F)C1=CCCC1.CNI",
  "lumo_energy_ev": -0.035,
  "e_tot_ha": -925.2894,
  "e_above_lowest_kcal_mol": 0.00
}

| no. | HOMO level (eV) |
| --- | --- |
| 1 | -16.19 |
| 2 | -11.72 |
| 3 | -7.99 |
| 4 | -7.84 |
| 5 | -8.87 |